(1)
A cluster of 2 separate species, C4H12 in total at a distorted geometry. Source: the Open Molecules 2025 dataset; level of theory: ωB97M-V/def2-TZVPD.

Geometry as XYZ:
```
16
Properties=species:S:1:pos:R:3:mulliken_charge:R:1
C 2.0532 0.4790 0.4270 -0.64
C 2.0196 0.3595 2.0029 -0.91
H 1.1403 0.8424 0.1476 0.14
H 2.8054 1.1587 0.0484 0.33
H 2.1216 -0.6158 0.1298 0.23
H 1.2654 -0.4056 2.2938 0.27
H 1.7883 1.3770 2.3639 0.26
H 2.9224 0.0870 2.4439 0.33
C -2.5869 -0.1629 -0.7767 -0.83
C -1.3244 -0.6234 -1.6873 -0.58
H -2.4570 0.2649 0.2057 0.30
H -3.2622 0.5104 -1.3943 0.26
H -3.2696 -1.0391 -0.6443 0.26
H -0.5013 -0.0389 -1.4311 0.07
H -1.8334 -0.5372 -2.6253 0.28
H -0.8814 -1.6561 -1.5041 0.24
```

Output
Largest force on an atom = 4.2 eV/A
Gap between HOMO and LUMO = 12.455 eV
Multiplicity = 1
Energy = -4341.428 eV
Lowest unoccupied orbital energy = 1.08 eV
ΔE to the lowest compared entry with this formula, charge and spin = 1.1003 eV

---

(2)
A structure of composition C3H9N3O at a distorted geometry. Source: the Open Molecules 2025 dataset; level of theory: ωB97M-V/def2-TZVPD.

Geometry as XYZ:
```
16
Properties=species:S:1:pos:R:3:mulliken_charge:R:1
C -2.1533 1.3227 1.5303 -0.50
C 0.3684 -0.3773 -0.2054 0.34
C 2.3740 -0.7533 -1.1653 -0.87
H -1.6917 2.3750 1.1304 0.25
H -1.7068 0.7936 2.5859 0.21
H -3.5278 1.4164 1.5200 0.18
H -1.1644 -0.7343 1.0399 0.41
H -0.6227 0.6712 -1.2899 0.29
H 1.1526 -1.9336 0.7239 0.24
H 2.2097 -1.7634 -1.7961 0.32
H 2.9189 -0.7444 -0.2096 0.39
H 3.0579 -0.2268 -2.0217 0.25
N -1.7997 0.2585 0.4589 -0.56
N -0.5107 0.6403 -0.1842 -0.01
N 0.4640 -1.1125 0.8532 -0.61
O 1.0956 0.0612 -1.3171 -0.32
```

Output
Largest force on an atom = 6.9 eV/A
Gap between HOMO and LUMO = 9.052 eV
Multiplicity = 1
Energy = -9768.241 eV
Lowest unoccupied orbital energy = 0.64 eV
ΔE to the lowest compared entry with this formula, charge and spin = 7.2978 eV

---

(3)
The molecule C25H38N4O4S at a distorted geometry. Source: the Open Molecules 2025 dataset; level of theory: ωB97M-V/def2-TZVPD.

Geometry as XYZ:
```
72
Properties=species:S:1:pos:R:3:mulliken_charge:R:1
C 0.9058 -4.6439 -5.8155 -1.83
H 1.8625 -4.4600 -6.3008 0.37
H 0.1243 -4.5881 -6.5706 0.44
H 0.9134 -5.6528 -5.4075 0.42
C 0.6615 -3.6117 -4.7148 1.36
C 0.5784 -2.2149 -5.3276 -1.57
H 1.5135 -1.9719 -5.8296 0.41
H -0.2218 -2.1726 -6.0644 0.38
H 0.3839 -1.4523 -4.5777 0.31
C 1.7735 -3.6950 -3.6365 -1.55
N 1.3687 -3.7812 -2.2502 0.49
C 0.9297 -2.5594 -1.6236 -0.95
H 1.1576 -2.6180 -0.5530 0.22
C -0.5632 -2.1779 -1.7679 -0.72
N -0.8047 -0.8748 -1.2039 0.01
C -0.7386 0.2433 -1.9406 0.47
O -0.5695 0.2579 -3.1525 -0.77
C -0.9220 1.5167 -1.1746 -0.72
C -0.9796 2.6545 -1.9190 0.10
N -1.1297 3.8977 -1.4264 0.12
C -1.2391 4.0779 -0.0665 0.28
C -1.3960 5.3543 0.4963 -0.69
C -1.5076 5.5051 1.8599 -0.92
C -1.4690 4.3924 2.6896 -0.35
C -1.3149 3.1353 2.1647 -0.16
C -1.1913 2.9546 0.7848 -0.02
C -1.0182 1.5860 0.2683 1.35
O -0.9593 0.6203 1.0277 -0.89
H -1.2853 2.2693 2.8067 0.56
S -1.6523 4.5930 4.4610 1.47
O -1.4679 5.9876 4.7661 -0.70
O -2.8767 3.9732 4.8721 -0.78
N -0.3740 3.6390 4.9905 -0.03
C -0.5690 2.9748 6.2712 -0.78
H -0.2112 1.9455 6.1788 0.36
H -1.6372 2.9561 6.4833 0.42
C 0.2497 3.7614 7.3168 -0.47
H -0.3824 4.1399 8.1171 0.26
H 1.0125 3.1189 7.7565 0.29
C 0.8949 4.9021 6.5200 -0.63
H 0.2767 5.7982 6.5686 0.25
H 1.9001 5.1399 6.8619 0.42
C 0.8712 4.3759 5.0837 -0.78
H 1.6974 3.6836 4.8958 0.43
H 0.8794 5.1672 4.3358 0.39
H -1.6254 6.4781 2.3102 0.56
H -1.4327 6.2293 -0.1310 0.44
C -1.1804 5.0246 -2.3292 -1.19
H -2.1320 5.5508 -2.2342 0.38
H -0.3647 5.7201 -2.1230 0.37
H -1.0817 4.6668 -3.3514 0.34
H -0.8965 2.5531 -2.9936 0.44
H -0.8525 -0.7660 -0.1938 0.32
H -1.1957 -2.9013 -1.2490 0.27
H -0.8419 -2.1358 -2.8216 0.28
H 1.5224 -1.7422 -2.0418 0.47
C 0.6342 -4.9820 -1.9054 -1.16
H -0.4414 -4.9059 -2.1354 0.30
C 0.7986 -5.3726 -0.4301 0.84
C 0.0133 -6.6502 -0.1441 -1.66
H 0.1125 -6.9303 0.9021 0.42
H 0.3854 -7.4703 -0.7549 0.35
H -1.0436 -6.5125 -0.3630 0.41
C 2.2749 -5.5595 -0.0950 -1.57
H 2.6818 -6.4033 -0.6480 0.31
H 2.4072 -5.7478 0.9680 0.46
H 2.8338 -4.6694 -0.3694 0.35
H 0.3922 -4.5742 0.1979 0.18
H 1.0401 -5.7919 -2.5173 0.63
H 2.4283 -2.8250 -3.7284 0.43
H 2.3868 -4.5815 -3.8298 0.58
H -0.2972 -3.8483 -4.2428 0.21
```

Output
Largest force on an atom = 1.2 eV/A
Gap between HOMO and LUMO = 7.656 eV
Multiplicity = 1
Energy = -51528.184 eV
Lowest unoccupied orbital energy = -0.16 eV
ΔE to the lowest compared entry with this formula, charge and spin = 0.4417 eV

---

(4)
A structure of composition C3H8CsO at a distorted geometry. Source: the Open Molecules 2025 dataset; level of theory: ωB97M-V/def2-TZVPD.

Geometry as XYZ:
```
13
Properties=species:S:1:pos:R:3:lowdin_spin:R:1
Cs 1.5266 -3.2276 2.6005 0.86
C -0.7794 1.0954 0.4697 0.01
C -0.2609 -0.1689 -0.1563 0.01
C 0.5507 0.1170 -1.4555 0.00
O 0.5227 -0.8529 0.7724 0.07
H -1.2376 0.8853 1.4361 0.00
H -1.5874 1.5087 -0.1341 0.00
H 0.0538 1.7698 0.6670 0.00
H -1.0731 -0.8465 -0.4190 0.00
H 0.0199 0.7972 -2.1217 0.00
H 0.6551 -0.7675 -2.0839 0.00
H 1.5335 0.5110 -1.1966 0.00
H 0.0761 -0.8210 1.6216 0.04
```

Output
Largest force on an atom = 1.8 eV/A
<S²> = 0.750
Gap between HOMO and LUMO (alpha / beta) = 3.578 / 10.899 eV
Multiplicity = 2
Energy = -5834.119 eV
Lowest unoccupied orbital energy (alpha / beta) = 0.14 / 0.22 eV
ΔE to the lowest compared entry with this formula, charge and spin = 0.0046 eV

---

(5)
A structure of composition C11H15N4V at a distorted geometry. Source: the Open Molecules 2025 dataset; level of theory: ωB97M-V/def2-TZVPD.

Geometry as XYZ:
```
31
Properties=species:S:1:pos:R:3:lowdin_spin:R:1
C -0.8573 0.9367 -1.7452 -0.01
V -0.2579 0.2522 -0.1940 1.95
N 0.9385 -1.3139 -1.0822 0.05
H -1.2617 1.4756 0.2096 -0.02
H 0.7236 1.5166 -0.4787 -0.04
H -1.3518 1.9268 -1.9094 0.01
H -1.6418 0.1730 -1.4891 0.00
H -0.3829 0.6712 -2.7367 0.02
H 0.7190 -2.2221 -0.6677 0.01
H 1.9437 -1.2006 -0.9707 0.01
H 0.8012 -1.4424 -2.0926 0.01
N -0.2699 1.4023 10.6100 0.10
C -0.1957 1.1161 9.4789 0.05
C -0.0971 0.7449 8.0871 0.14
C -0.9563 1.3336 7.1320 0.10
C -0.8542 0.9610 5.7900 0.04
C 0.0254 -0.0296 5.3934 0.19
C 0.9045 -0.6340 6.3424 0.08
C 0.8376 -0.2028 7.6864 0.05
N 0.0505 -0.4789 4.0592 0.01
C 0.5679 -1.7131 3.6275 0.05
C 0.4653 -1.7185 2.2339 0.02
N -0.0649 -0.4681 1.8370 0.05
C -0.3517 0.2229 2.9315 0.11
H -1.6872 2.0694 7.4550 0.01
H -1.5157 1.4314 5.0378 0.00
H 1.6115 -1.3830 6.0469 0.01
H 1.5270 -0.6334 8.4151 0.00
H 0.9576 -2.4340 4.2954 0.01
H 0.7135 -2.5141 1.5910 0.00
H -0.7894 1.1943 3.0360 0.01
```

Output
Largest force on an atom = 6.0 eV/A
Charge = -1
<S²> = 3.794
Gap between HOMO and LUMO (alpha / beta) = 3.512 / 6.709 eV
Multiplicity = 4
Energy = -43294.072 eV
Lowest unoccupied orbital energy (alpha / beta) = 2.36 / 2.32 eV
ΔE to the lowest compared entry with this formula, charge and spin = 0.0000 eV

---

(6)
A cluster of 5 separate species, C26H55N2O16P4Si in total at a distorted geometry. Source: the Open Molecules 2025 dataset; level of theory: ωB97M-V/def2-TZVPD.

Geometry as XYZ:
```
104
Properties=species:S:1:pos:R:3:mulliken_charge:R:1
C 5.8038 -3.7290 1.2706 -1.02
Si 4.0719 -3.7479 0.3444 0.29
C 4.3988 -3.4502 -1.5695 -0.88
C 3.3800 -5.5311 0.5681 -0.98
C 2.8928 -2.3359 0.9148 0.41
N 3.5304 -1.1334 1.5955 0.09
C 2.7860 0.0806 2.1247 -0.29
C 1.1575 0.2087 1.9846 -0.58
C 0.3386 -0.9981 1.2303 0.54
C -1.2907 -0.8809 1.0270 -0.68
C -2.0924 -2.1435 0.2830 -0.26
C -1.1553 -3.4049 -0.1945 0.24
C -1.9278 -4.7083 -0.8993 -0.68
C -2.3119 -5.7061 0.3868 0.01
N -3.1187 -5.0995 1.3580 -0.48
C 0.4714 -3.5281 -0.0327 -0.13
C 1.2571 -2.2893 0.7008 0.28
H 6.6211 -3.8011 0.4363 0.31
H 5.9190 -2.8232 2.0025 0.28
H 5.9154 -4.7077 1.9433 0.28
H 3.3204 -3.3852 -2.0736 0.29
H 5.0570 -4.2958 -2.0512 0.31
H 4.8667 -2.3757 -1.6337 0.27
H 4.2702 -6.3196 0.5904 0.32
H 2.7612 -5.6878 1.5639 0.32
H 2.7535 -5.8030 -0.4059 0.30
H 4.5746 -1.1319 1.7111 0.21
H 3.4079 0.9577 2.6354 0.37
H 0.6298 1.1788 2.4292 0.30
H -1.9639 0.0144 1.3861 0.29
H -3.2749 -2.1149 0.1214 0.22
H -1.1051 -5.2413 -1.5580 0.31
H -2.8775 -4.3712 -1.4941 0.33
H -1.9073 -6.8012 0.5002 0.32
H -3.2917 -5.7666 2.1454 0.23
H 0.9991 -4.4878 -0.4443 -0.11
C -6.6086 -2.6369 0.3895 -0.68
O -7.2882 -2.4310 -0.8298 -0.34
P -7.3580 -0.9471 -1.4494 1.14
O -6.3968 0.0567 -0.8908 -0.69
O -8.9105 -0.5445 -1.3093 -0.27
C -9.4631 -0.4957 -0.0156 -0.67
O -7.2084 -1.2222 -3.0293 -0.33
C -7.3227 -0.1006 -3.8797 -0.65
H -7.3338 -2.9008 1.1634 0.29
H -5.9111 -3.4683 0.2618 0.21
H -6.0466 -1.7583 0.7147 0.35
H -8.7301 -0.1503 0.7204 0.32
H -9.8167 -1.4937 0.2601 0.26
H -10.3119 0.1911 -0.0178 0.25
H -6.5526 0.6369 -3.6386 0.31
H -8.3132 0.3490 -3.7808 0.26
H -7.1869 -0.4287 -4.9140 0.24
C 4.4970 2.0682 7.3926 -0.68
O 4.8522 3.3372 6.8881 -0.33
P 5.7378 3.4297 5.5471 1.11
O 5.8254 2.1862 4.7166 -0.57
O 7.1536 3.9993 6.0599 -0.29
C 7.8715 3.2312 6.9959 -0.79
O 5.0991 4.7029 4.7955 -0.43
C 5.7281 5.1115 3.5989 -0.61
H 5.0193 1.8997 8.3378 0.27
H 3.4202 2.0577 7.5781 0.25
H 4.7391 1.2557 6.7036 0.31
H 7.7318 2.1589 6.8257 0.37
H 7.5339 3.4891 8.0041 0.29
H 8.9339 3.4672 6.9086 0.32
H 5.7089 4.3009 2.8657 0.23
H 6.7599 5.4099 3.7975 0.29
H 5.1856 5.9694 3.1921 0.33
C 8.6507 3.0105 3.4951 -0.49
O 9.8277 2.6018 2.8327 -0.36
P 10.1065 3.1205 1.3347 1.14
O 9.2910 4.2871 0.8683 -0.69
O 9.9609 1.7933 0.4349 -0.37
C 8.7187 1.1313 0.4355 -0.63
O 11.6982 3.3661 1.3421 -0.33
C 12.2843 3.7491 0.1156 -0.68
H 7.9927 2.1470 3.6215 0.28
H 8.9231 3.3935 4.4816 0.09
H 8.1108 3.7922 2.9555 0.29
H 7.8877 1.8387 0.5222 0.32
H 8.6891 0.4272 1.2724 0.25
H 8.6127 0.5746 -0.4977 0.29
H 11.8467 4.6872 -0.2360 0.30
H 12.1395 2.9668 -0.6328 0.28
H 13.3571 3.8949 0.2693 0.24
C -9.5377 3.1637 -7.8122 -0.71
O -10.6796 2.9530 -7.0105 -0.33
P -11.2291 1.4541 -6.8045 1.24
O -10.2946 0.3428 -7.1722 -0.69
O -12.6308 1.4463 -7.5966 -0.38
C -12.6062 1.7080 -8.9794 -0.65
O -11.6974 1.4639 -5.2635 -0.32
C -12.3244 0.2919 -4.7861 -0.69
H -9.8317 3.6940 -8.7215 0.27
H -8.8321 3.7844 -7.2546 0.25
H -9.0378 2.2329 -8.0901 0.37
H -11.7007 1.3082 -9.4469 0.33
H -12.6544 2.7892 -9.1396 0.24
H -13.4782 1.2435 -9.4442 0.26
H -11.6495 -0.5630 -4.8798 0.31
H -13.2450 0.1027 -5.3425 0.29
H -12.5735 0.4319 -3.7306 0.23
```

Output
Largest force on an atom = 6.4 eV/A
Charge = +1
Gap between HOMO and LUMO = 6.564 eV
Multiplicity = 1
Energy = -108616.860 eV
Lowest unoccupied orbital energy = -4.78 eV